Entry 1:
ORCA calculation (ωB97M-V/def2-TZVPD) on a cluster of 9 separate species, C4H27N2O10 in total.

Positions of all 43 atoms, in Å:
N -0.5878 0.4073 -0.7152
C 0.7421 1.0602 -0.4425
C 1.5437 1.1540 -1.7382
C 1.0395 2.3924 -2.5753
O 1.2422 0.0212 -2.5736
C 1.5877 0.3238 0.6822
N 2.5802 1.0664 1.1712
O 1.1808 -0.8175 0.8102
H -0.6398 0.2161 -1.7292
H -1.3651 1.0133 -0.4910
H -0.7881 -0.4256 -0.1070
H 0.3705 2.0442 -0.1519
H 2.6018 1.3648 -1.7075
H 1.8403 3.0951 -2.7916
H 0.1863 2.9018 -2.0796
H 0.6537 2.0269 -3.5366
H 2.0486 -0.4858 -2.6848
H 2.4150 2.0274 1.3916
H 3.3615 0.5214 1.4875
H -0.8912 0.2083 -3.7873
H -1.7427 -1.1013 -3.8148
O -1.7142 -0.1937 -3.5073
H 3.1331 -3.0761 1.1517
H 2.0048 -2.3529 1.8358
O 2.5539 -3.1513 1.9120
H -2.8648 1.5065 -2.1289
H -3.8997 1.9796 -1.0666
O -3.0056 1.6453 -1.1828
H -2.5204 -2.0031 0.8780
H -1.3090 -1.9796 1.7246
O -1.7179 -1.4767 0.9988
H -0.6523 1.2240 3.1989
H -0.0051 2.5404 2.6889
O 0.1261 1.5752 2.6556
H -0.4113 -3.4065 -2.2650
H -0.7500 -2.2124 -1.3738
O -0.9809 -2.6350 -2.2217
H -2.9713 -0.0604 3.3459
H -2.9044 0.8009 1.9154
O -2.9853 0.7599 2.8619
H 0.5120 -2.0299 3.4780
H 0.7685 -0.4007 3.2780
O 0.1800 -1.1485 3.3267

## Properties
Total energy, Ha: -1030.2904
Charge: +1
Highest occupied orbital energy, eV: -13.62
Largest force on an atom, hartree/bohr: 0.096

Here are the Löwdin charges for atoms 1 to 8, given in e:
1 N 0.22
2 C -0.15
3 C -0.32
4 C -0.01
5 O -0.04
6 C -0.47
7 N 0.21
8 O 0.06

***

Entry 2:
ORCA calculation (ωB97M-V/def2-TZVPD) on a cluster of 11 separate species, C4H27O13 in total.

Positions of all 44 atoms, in Å:
O 0.1888 -1.0882 1.4278
C 0.1329 -0.4965 0.3176
O -0.7208 0.3454 0.0145
C 1.1457 -0.8617 -0.8466
C 2.2084 -1.8375 -0.2762
C 2.9008 -1.7270 1.0103
O 4.2030 -1.1344 0.9684
H 0.5934 -1.3347 -1.6346
H 1.5505 0.1480 -1.0980
H 1.7331 -2.7760 -0.4122
H 2.8825 -1.9083 -1.0396
H 2.3421 -1.1987 1.8492
H 3.0741 -2.7847 1.2921
H 4.4061 -1.0839 -0.0196
H 2.6297 1.3964 2.2442
H 1.8612 2.0948 1.2646
O 1.8518 1.8680 2.1808
H -2.2877 -2.6646 0.2456
H -3.5556 -1.8436 0.7173
O -3.2237 -2.6618 0.5302
H 0.2557 1.9626 -0.1663
H 0.7439 3.2427 -1.0789
O 0.5138 2.8538 -0.2699
H -2.5859 1.8490 -1.5484
H -4.0072 2.0587 -1.0705
O -3.5631 1.7693 -1.8819
H -1.7525 -1.6265 -1.2842
H -2.2817 -2.2783 -2.4576
O -1.4518 -2.1952 -1.9363
H -1.6110 2.5245 1.9134
H -1.9196 1.1825 2.8801
O -2.3175 2.0619 2.4308
H -3.5358 0.8683 0.7688
H -2.2586 0.0356 0.3784
O -3.3359 0.1271 0.2464
H -0.8749 -0.8739 4.2179
H 0.1303 -0.9824 2.9873
O 0.0883 -1.0886 4.0404
H 2.7205 2.9163 -0.8507
H 2.6181 2.5333 -2.1510
O 2.4920 3.3046 -1.6873
H -0.8341 -0.4135 -3.3210
H -0.3707 0.2683 -4.5845
O -0.7787 -0.5509 -4.3104

## Properties
Total energy, Ha: -1146.7397
Charge: -1
Highest occupied orbital energy, eV: -6.72
Largest force on an atom, hartree/bohr: 0.098

Here are the Löwdin charges for atoms 1 to 8, given in e:
1 O -0.03
2 C -0.62
3 O -0.06
4 C -0.05
5 C -0.20
6 C -0.27
7 O -0.11
8 H 0.07

***

Entry 3:
ORCA calculation (ωB97M-V/def2-TZVPD) on a cluster of 10 separate species, C4H28N2O11 in total.

Positions of all 45 atoms, in Å:
N 0.3323 0.8676 2.3600
C -1.1829 0.8925 2.0774
C -1.8084 1.0767 0.6028
N -1.0192 0.8056 -0.5423
C 0.1233 -0.0958 -0.5675
C 0.1250 -0.9666 -1.7889
O 0.6070 -0.2896 -2.9260
O -2.7824 1.7059 0.4747
H 0.5635 1.6472 3.0327
H 0.9457 1.0964 1.5188
H -1.3868 -0.0298 2.4595
H -1.8196 1.4843 2.7354
H -1.4465 0.9202 -1.4445
H 1.1890 0.5007 -0.6392
H 0.2018 -0.6833 0.3686
H 0.9854 -1.6954 -1.6820
H -0.8343 -1.5407 -1.9418
H -0.0950 0.2207 -3.2857
H 2.1043 0.3312 -2.8468
H 3.6185 -0.0344 -2.6552
O 2.9346 0.5500 -2.2725
H 1.4454 2.5398 -0.5454
H 2.7958 2.2428 -0.1995
O 1.9838 2.3993 0.1496
H -0.5252 -1.8466 3.4776
H -1.3591 -2.0166 2.2696
O -1.2328 -2.2907 3.1724
H 2.9469 -0.3372 -0.3241
H 4.1757 -0.5101 0.4405
O 3.1732 -0.4248 0.5686
H -3.5279 -1.7335 0.2886
H -3.7514 -0.2920 0.5364
O -2.9843 -0.9037 0.4713
H 1.6479 -3.0562 0.7815
H 1.3294 -1.6428 1.2918
O 0.9031 -2.4504 0.8513
H -1.5616 2.2823 -3.7533
H -2.4427 1.2240 -3.4755
O -1.5295 1.3727 -3.6090
H 2.7571 -1.1067 3.9574
H 2.5693 -0.6212 2.6371
O 3.0438 -1.3393 3.1055
H -4.2255 -0.0480 -1.8395
H -3.5881 1.2637 -1.3488
O -3.3984 0.5316 -1.9417

## Properties
SMILES string: NCC(=O)NCCO.O.O.O.O.O.O.O.O.O
Total energy, Ha: -1106.2626
Highest occupied orbital energy, eV: -8.99
Largest force on an atom, hartree/bohr: 0.136

Here are the Löwdin charges for atoms 1 to 8, given in e:
1 N 0.01
2 C -0.10
3 C -0.49
4 N 0.08
5 C -0.20
6 C -0.22
7 O -0.09
8 O 0.05

***

How do the records compare in Kohn-Sham gap? In the order shown, they have 11.0 8.9 9.0 eV.